A structure of composition C9H7AuBrIN4O4S at a distorted geometry. Source: the Open Molecules 2025 dataset; level of theory: ωB97M-V/def2-TZVPD.

```
28
Properties=species:S:1:pos:R:3:mulliken_charge:R:1
Au -0.49 -0.34 -0.56 0.92
O 2.59 1.28 1.07 -0.65
S 1.82 0.06 1.11 1.32
O 0.42 0.27 1.56 -0.60
O 1.57 -0.47 -0.36 -0.71
O 2.42 -1.05 1.84 -0.82
Br 1.56 1.66 -2.63 -0.04
C 0.61 2.41 -1.20 0.26
C 0.96 3.66 -0.72 -0.49
C 0.17 4.23 0.25 -0.13
C -0.98 3.57 0.68 -0.84
C -1.25 2.33 0.17 0.23
N -0.46 1.76 -0.75 -0.08
H 1.84 4.15 -1.11 0.39
H 0.43 5.20 0.66 0.40
H -1.64 4.01 1.42 0.40
H -2.12 1.76 0.48 0.39
N -3.43 -0.45 -1.60 -0.48
C -2.34 -0.41 -1.21 -0.20
I -1.15 -6.41 -0.71 0.16
C -0.55 -4.51 -0.20 -0.89
C 0.51 -4.16 0.62 0.14
N 0.56 -2.83 0.69 0.29
N -0.44 -2.31 -0.05 -0.08
C -1.11 -3.31 -0.61 -0.03
H 1.21 -4.77 1.17 0.48
H 1.25 -2.23 1.20 0.26
H -1.97 -3.12 -1.23 0.42
```

Properties
- energy relative to the best compared isomer or geometry (same formula, charge and spin) (eV) = 0.000
- gap between HOMO and LUMO (eV) = 7.481
- E_LUMO (eV) = -2.01
- F_max (eV/A) = 1.12

A cluster of 2 separate species, C9H7BrN2O in total at a distorted geometry. Source: the Open Molecules 2025 dataset; level of theory: ωB97M-V/def2-TZVPD.

```
20
Properties=species:S:1:pos:R:3:mulliken_charge:R:1
C -2.40 1.21 0.68 -0.55
C -1.57 2.36 0.54 -0.37
C -1.89 -0.06 0.47 -0.48
C -0.36 2.29 -0.06 -0.62
C -0.57 -0.20 -0.01 1.14
C 0.15 0.98 -0.41 0.00
C 0.22 -1.33 -0.30 0.36
C 3.80 0.42 -0.14 0.41
C -0.08 -2.73 -0.29 -1.09
N 1.30 -0.78 -0.88 -0.36
N 1.28 0.47 -1.00 -0.50
O 4.52 1.21 0.23 -0.23
Br 3.80 -1.42 -0.33 0.01
H -3.35 1.45 1.04 0.42
H -1.82 3.40 0.80 0.32
H -2.59 -0.99 0.64 0.19
H 0.23 3.09 -0.24 0.55
H -1.23 -2.95 -0.67 0.26
H 0.67 -3.38 -0.88 0.28
H -0.10 -3.05 0.83 0.27
```

Properties
- energy relative to the best compared isomer or geometry (same formula, charge and spin) (eV) = 2.248
- gap between HOMO and LUMO (spin up / spin down) (eV) = 5.571 / 7.223
- E_LUMO (spin up / spin down) (eV) = -2.22 / -1.00
- F_max (eV/A) = 4.71

An isolated molecule of C9H7BrN2O2 at a distorted geometry. Source: the Open Molecules 2025 dataset; level of theory: ωB97M-V/def2-TZVPD.

```
21
Properties=species:S:1:pos:R:3:mulliken_charge:R:1
C -2.50 -1.41 0.30 -0.53
C -1.22 -1.76 -0.02 -0.69
C -2.77 -0.13 0.82 -0.50
C -0.17 -0.83 0.07 -0.65
C -1.77 0.77 1.02 -0.65
C -0.42 0.44 0.70 1.18
C 1.11 -0.39 -2.53 0.12
C 2.56 0.56 -0.60 0.34
C 0.65 1.24 1.08 0.10
N 2.01 0.43 -1.96 -0.10
N 1.92 1.02 0.54 -0.17
O 0.14 -0.86 -2.00 -0.29
O 3.74 0.31 -0.51 -0.60
Br 0.49 2.81 2.11 -0.17
H -3.30 -2.12 0.18 0.40
H -1.00 -2.74 -0.42 0.36
H -3.79 0.13 1.07 0.39
H 0.85 -1.19 0.09 0.64
H -1.99 1.74 1.43 0.30
H 2.80 0.65 -2.57 0.30
H 2.66 1.30 1.18 0.21
```

Properties
- energy relative to the best compared isomer or geometry (same formula, charge and spin) (eV) = 3.260
- gap between HOMO and LUMO (spin up / spin down) (eV) = 6.252 / 7.566
- E_LUMO (spin up / spin down) (eV) = -0.83 / -0.75
- F_max (eV/A) = 2.31

An isolated molecule of C9H7IO at a distorted geometry. Source: the Open Molecules 2025 dataset; level of theory: ωB97M-V/def2-TZVPD.

```
18
Properties=species:S:1:pos:R:3:mulliken_spin:R:1
C 1.69 1.69 0.60 -0.06
C 1.62 2.65 -0.16 0.12
C -2.14 -1.53 -0.63 0.09
C -1.70 -1.92 0.65 -0.05
C -1.46 -0.57 -1.31 -0.05
C -0.50 -1.41 1.13 0.07
C -0.43 0.15 -0.73 0.10
C 0.08 -0.30 0.53 -0.09
C 1.41 0.21 0.91 0.48
O 1.94 3.77 -0.74 0.01
I 3.12 -0.93 -0.10 1.36
H -2.91 -2.04 -1.18 0.01
H -2.11 -2.78 1.09 0.00
H -1.72 -0.28 -2.33 0.00
H 0.01 -1.92 2.01 0.00
H 0.27 0.98 -1.19 0.02
H 1.64 -0.05 1.99 -0.01
H 1.17 4.28 -0.54 0.00
```

Properties
- energy relative to the best compared isomer or geometry (same formula, charge and spin) (eV) = 0.767
- gap between HOMO and LUMO (spin up / spin down) (eV) = 6.343 / 5.268
- multiplicity = 3
- E_LUMO (spin up / spin down) (eV) = 0.42 / -3.48
- F_max (eV/A) = 5.55